Density functional theory data (wB97M-V/def2-TZVPD) for C45H51BF3N10O2S3Y as an isolated structure in a non-equilibrium geometry.

Each line ends with the Löwdin charge.
Cartesian coordinates (Å):
Y (1.10237, -2.10756, -2.06870)  1.19
C (4.58681, -0.32311, 0.77771)  -0.05
C (3.15964, -0.08517, 1.14312)  -0.25
C (2.73989, -0.09849, 2.44063)  0.07
C (1.37464, 0.11686, 2.74502)  -0.20
N (0.53482, 0.41692, 1.79981)  0.18
N (0.92969, 0.46914, 0.51961)  -0.01
B (-0.22785, 1.12627, -0.28097)  -0.84
N (0.03879, 2.65406, -0.31028)  0.01
N (0.24667, 3.56313, 0.60624)  0.22
C (0.60684, 4.76165, 0.17928)  -0.17
C (0.79093, 5.01361, -1.20186)  0.11
C (0.58392, 4.03995, -2.15538)  -0.19
C (0.80741, 4.21115, -3.61949)  -0.01
C (0.16375, 2.81703, -1.62747)  -0.46
S (-0.24076, 1.24863, -2.25402)  0.96
C (0.83600, 5.80456, 1.26052)  -0.55
C (1.96388, 5.31037, 2.18259)  -0.03
C (-0.45882, 5.94486, 2.07754)  -0.04
C (1.21965, 7.15943, 0.66987)  -0.05
N (-1.59147, 0.69946, 0.24628)  0.00
N (-2.39370, 1.72010, 0.53560)  0.20
C (-3.60607, 1.49419, 0.96559)  -0.18
C (-4.06385, 0.16984, 1.14466)  0.10
C (-3.25779, -0.88687, 0.82494)  -0.24
C (-3.70389, -2.30218, 0.98359)  -0.06
C (-1.95764, -0.59515, 0.32175)  -0.57
S (-0.91331, -1.88495, -0.12557)  0.70
C (-4.45009, 2.72294, 1.26200)  -0.54
C (-4.49368, 3.59684, -0.00260)  -0.03
C (-3.77429, 3.49874, 2.40343)  -0.03
C (-5.87424, 2.35278, 1.67190)  -0.05
C (2.18473, 0.16829, 0.12104)  -0.61
S (2.65241, 0.09896, -1.52984)  0.66
C (0.84218, 0.00079, 4.16059)  -0.54
C (1.11390, -1.43390, 4.64315)  -0.03
C (1.57808, 1.00568, 5.05737)  -0.02
C (-0.66265, 0.27142, 4.20373)  -0.04
H (5.16169, -0.63280, 1.64874)  0.09
H (5.02603, 0.59382, 0.37894)  0.10
H (4.66920, -1.07741, -0.00362)  0.06
H (3.45342, -0.27998, 3.23413)  0.13
H (1.12792, 5.99021, -1.52270)  0.13
H (1.04930, 5.24062, -3.87050)  0.09
H (-0.08032, 3.90557, -4.17658)  0.10
H (1.63051, 3.56957, -3.94276)  0.10
H (1.71628, 4.33667, 2.60490)  0.07
H (2.10098, 6.01979, 2.99892)  0.10
H (2.90856, 5.23024, 1.64043)  0.09
H (-0.72503, 4.99136, 2.52976)  0.07
H (-1.28642, 6.28247, 1.44958)  0.09
H (-0.31303, 6.67720, 2.87182)  0.10
H (2.16084, 7.10828, 0.11870)  0.09
H (1.35476, 7.87167, 1.48273)  0.10
H (0.43902, 7.55146, 0.01458)  0.09
H (-5.05417, -0.01375, 1.53701)  0.13
H (-4.70620, -2.35103, 1.40341)  0.09
H (-3.01656, -2.84482, 1.63485)  0.08
H (-3.69656, -2.81707, 0.02171)  0.08
H (-3.48779, 3.89463, -0.29694)  0.07
H (-5.08438, 4.49241, 0.19098)  0.09
H (-4.95336, 3.05663, -0.83298)  0.09
H (-2.76632, 3.79102, 2.11293)  0.06
H (-3.71694, 2.88849, 3.30747)  0.09
H (-4.34996, 4.39554, 2.63454)  0.10
H (-6.38940, 1.78671, 0.89310)  0.09
H (-6.43865, 3.26895, 1.84103)  0.10
H (-5.89319, 1.78177, 2.60238)  0.09
H (2.18284, -1.65667, 4.66244)  0.08
H (0.61230, -2.15882, 3.99615)  0.09
H (0.72935, -1.56091, 5.65523)  0.10
H (2.64837, 0.79879, 5.10534)  0.08
H (1.18394, 0.94713, 6.07206)  0.10
H (1.43737, 2.02530, 4.69478)  0.09
H (-1.20180, -0.43839, 3.57329)  0.08
H (-0.88741, 1.27920, 3.85267)  0.08
H (-1.01911, 0.16944, 5.22866)  0.10
O (3.28380, -3.75267, -5.30004)  0.15
C (2.63520, -3.08229, -4.54375)  -0.43
N (2.67750, -3.07194, -3.15848)  -0.04
C (3.68472, -3.76542, -2.50680)  -0.42
O (4.65140, -4.29205, -2.98702)  0.15
C (3.48851, -3.81434, -0.99620)  -0.17
C (4.38991, -4.55938, -0.25222)  0.04
C (4.22784, -4.63376, 1.12057)  0.00
C (3.16467, -3.95763, 1.70580)  -0.02
C (2.31175, -3.23401, 0.89734)  -0.15
N (2.46213, -3.15165, -0.43274)  -0.01
C (1.57961, -2.14308, -5.11526)  -0.17
C (1.64491, -1.85170, -6.46783)  0.04
C (0.65283, -1.07102, -7.03614)  0.00
C (-0.39172, -0.63143, -6.23389)  -0.02
C (-0.38530, -0.95803, -4.89394)  -0.14
N (0.58749, -1.68670, -4.32334)  -0.02
H (5.18819, -5.06421, -0.77758)  0.13
H (4.91493, -5.20947, 1.72638)  0.13
H (2.99277, -3.99502, 2.77270)  0.12
H (1.46184, -2.70561, 1.31562)  0.08
H (2.46456, -2.26224, -7.03977)  0.14
H (0.68164, -0.82129, -8.08824)  0.13
H (-1.20787, -0.04813, -6.63590)  0.12
H (-1.19005, -0.63350, -4.24529)  0.09
F (-3.53583, -7.48578, -0.62306)  0.16
C (-2.67400, -7.74789, -1.62239)  -0.59
F (-1.97261, -8.83529, -1.28454)  0.17
F (-3.37816, -8.01795, -2.72199)  0.17
C (-1.75915, -6.56070, -1.81693)  -0.08
C (-0.94419, -6.17089, -0.76392)  0.04
C (-0.16146, -5.04640, -0.92439)  -0.14
N (-0.14391, -4.31527, -2.04780)  -0.04
C (-0.91277, -4.72600, -3.06136)  -0.09
C (-1.73691, -5.83538, -2.99343)  0.04
H (-0.91988, -6.73174, 0.16002)  0.14
H (0.46621, -4.71697, -0.10945)  0.09
H (-0.87019, -4.14101, -3.97272)  0.11
H (-2.34137, -6.12577, -3.84059)  0.13

For the LUMO energy, the calculation gives -5.4 eV. For the highest occupied orbital energy, the calculation gives -13.046 eV. The gap between HOMO and LUMO comes out at 7.694 eV. The total energy is -108862.232 eV. As for the total charge: +2.

---

Density functional theory data (wB97M-V/def2-TZVPD) for C45H51BaN5OP2Te as an isolated structure in a non-equilibrium geometry.

Each line ends with the Löwdin charge.
Cartesian coordinates (Å):
Ba (1.11241, -1.16116, -0.34514)  1.78
C (3.24170, -3.45867, -1.86789)  -0.20
C (3.90725, -2.09762, -2.06358)  -0.19
N (2.94850, -1.00237, -2.26364)  -0.18
C (2.38737, -0.92250, -3.61123)  -0.15
C (1.21858, -1.85251, -3.83175)  -0.28
C (0.96557, -2.38872, -5.08985)  -0.01
C (-0.14355, -3.20088, -5.25427)  -0.04
C (-0.93726, -3.48784, -4.15438)  -0.01
C (-0.61671, -2.90814, -2.93400)  -0.28
C (-1.38040, -3.23524, -1.67537)  -0.18
N (-0.42838, -3.56210, -0.61483)  -0.14
C (0.35925, -4.76747, -0.89485)  -0.20
C (1.75767, -4.65671, -0.28387)  -0.19
N (2.39702, -3.41402, -0.68789)  -0.21
N (0.42404, -2.08657, -2.79224)  0.04
H (4.03954, -4.21313, -1.78802)  0.13
H (2.63962, -3.71165, -2.74516)  0.11
H (4.61964, -2.16431, -2.89743)  0.12
H (4.46056, -1.86613, -1.15069)  0.11
H (3.45318, -0.13811, -2.09364)  0.12
H (3.14727, -1.11091, -4.38187)  0.13
H (2.00471, 0.09283, -3.76300)  0.11
H (1.62703, -2.17417, -5.91889)  0.12
H (-0.37344, -3.62287, -6.22414)  0.11
H (-1.78296, -4.15807, -4.22948)  0.11
H (-2.09377, -4.04366, -1.88357)  0.12
H (-1.94378, -2.35095, -1.36181)  0.07
H (-0.91147, -3.65198, 0.27226)  0.10
H (0.45947, -4.86648, -1.97714)  0.11
H (-0.12804, -5.67883, -0.52757)  0.12
H (2.33938, -5.54164, -0.57657)  0.12
H (1.65449, -4.65376, 0.80425)  0.12
H (2.94281, -3.03864, 0.08514)  0.06
Te (-2.90881, 2.83480, -0.82041)  1.24
C (-3.43342, 4.02543, 0.85412)  -0.54
C (-2.54482, 4.21428, 1.90408)  -0.13
C (-2.94573, 4.96819, 2.99451)  -0.15
N (-4.14547, 5.53856, 3.10298)  0.04
C (-4.98293, 5.37081, 2.08340)  -0.17
C (-4.67824, 4.63749, 0.94688)  -0.14
C (-1.48167, 1.64475, 0.26910)  -0.95
P (0.15537, 1.66025, -0.44485)  0.71
C (0.75817, 3.26380, 0.22043)  -0.39
C (0.33507, 4.50028, -0.26732)  -0.12
C (0.63623, 5.66597, 0.42207)  -0.08
C (1.37218, 5.61652, 1.59823)  -0.09
C (1.82385, 4.39460, 2.07532)  -0.09
C (1.51785, 3.22773, 1.38967)  -0.11
C (0.24010, 1.95414, -2.25845)  -0.41
C (-0.68716, 1.37428, -3.12310)  -0.15
C (-0.54477, 1.48872, -4.49899)  -0.09
C (0.53609, 2.17800, -5.03061)  -0.10
C (1.48686, 2.73053, -4.18016)  -0.10
C (1.34424, 2.61295, -2.80601)  -0.11
P (-2.00040, -0.09698, 0.42730)  0.82
C (-3.74977, 0.06140, 0.99718)  -0.42
C (-4.04286, 0.77932, 2.15559)  -0.10
C (-5.35707, 0.96991, 2.54759)  -0.07
C (-6.39356, 0.43433, 1.79365)  -0.09
C (-6.10921, -0.31008, 0.65953)  -0.09
C (-4.79104, -0.49589, 0.26443)  -0.12
C (-1.32495, -0.57437, 2.09144)  -0.42
C (-0.52669, 0.24512, 2.88075)  -0.10
C (-0.13698, -0.17156, 4.14858)  -0.09
C (-0.53373, -1.40740, 4.63486)  -0.10
C (-1.33706, -2.23196, 3.85581)  -0.09
C (-1.72457, -1.81573, 2.59281)  -0.12
H (-1.56278, 3.75676, 1.87435)  0.07
H (-2.27218, 5.12083, 3.83237)  0.10
H (-5.95639, 5.83998, 2.18954)  0.10
H (-5.41318, 4.52883, 0.15824)  0.09
H (-0.23505, 4.55483, -1.18561)  0.08
H (0.28815, 6.61850, 0.04167)  0.10
H (1.59577, 6.52784, 2.13831)  0.10
H (2.41357, 4.34562, 2.98290)  0.10
H (1.86597, 2.26921, 1.75801)  0.07
H (-1.52291, 0.81687, -2.70894)  0.08
H (-1.27866, 1.04258, -5.15913)  0.11
H (0.63818, 2.28567, -6.10316)  0.10
H (2.34158, 3.25066, -4.59568)  0.10
H (2.08809, 3.03964, -2.14209)  0.11
H (-3.23495, 1.19734, 2.74095)  0.11
H (-5.57451, 1.54254, 3.44132)  0.11
H (-7.42114, 0.59973, 2.09272)  0.10
H (-6.91641, -0.74483, 0.08252)  0.10
H (-4.56946, -1.07253, -0.62688)  0.09
H (-0.24173, 1.21982, 2.50045)  0.08
H (0.47242, 0.47531, 4.76837)  0.11
H (-0.21345, -1.73359, 5.61653)  0.10
H (-1.67172, -3.18587, 4.24501)  0.10
H (-2.38171, -2.43947, 1.99152)  0.10
C (4.89874, -1.54919, 1.77735)  -0.05
C (3.43791, -1.27066, 2.17053)  -0.74
C (3.38713, 0.06050, 2.93249)  -0.04
C (2.93645, -2.39190, 3.09707)  -0.03
O (2.62147, -1.20905, 1.04197)  -0.72
H (5.53550, -1.64985, 2.65838)  0.08
H (5.27759, -0.72575, 1.16699)  0.08
H (4.96683, -2.47534, 1.19774)  0.07
H (4.03183, 0.04709, 3.81346)  0.09
H (2.35796, 0.24754, 3.23779)  0.05
H (3.70732, 0.86866, 2.27135)  0.08
H (3.47613, -2.40049, 4.04581)  0.08
H (3.06279, -3.36465, 2.61089)  0.07
H (1.87241, -2.23637, 3.28658)  0.07

For the LUMO energy, the calculation gives 0.0 eV. For the highest occupied orbital energy, the calculation gives -6.396 eV. The gap between HOMO and LUMO comes out at 6.357 eV. The total energy is -83555.657 eV.